Density functional theory data (ωB97M-V/def2-TZVPD) for 20 unconnected molecules or ions with the total composition C60H160O20.

Element x y z (Å)
C: 19.97 -26.29 22.32
C: 19.56 -27.14 21.07
C: 18.04 -27.02 20.95
O: 20.19 -26.75 19.91
H: 19.72 -25.24 22.19
H: 21.04 -26.45 22.27
H: 19.57 -26.71 23.25
H: 19.80 -28.19 21.23
H: 17.72 -25.98 20.86
H: 17.44 -27.42 21.76
H: 17.68 -27.55 20.06
H: 19.56 -26.84 19.19
C: 10.83 -27.01 24.05
C: 12.31 -26.78 23.61
C: 12.51 -25.69 22.56
O: 13.09 -26.44 24.74
H: 10.57 -26.20 24.73
H: 10.76 -27.97 24.57
H: 10.15 -27.26 23.24
H: 12.83 -27.67 23.26
H: 11.95 -25.64 21.62
H: 13.57 -25.67 22.29
H: 12.31 -24.78 23.12
H: 13.85 -25.94 24.45
C: 10.79 -30.96 19.67
C: 10.28 -32.24 19.08
C: 9.82 -32.01 17.67
O: 11.36 -33.15 18.91
H: 9.97 -30.29 19.93
H: 11.57 -30.53 19.04
H: 11.09 -31.28 20.67
H: 9.42 -32.77 19.48
H: 9.62 -32.98 17.22
H: 10.59 -31.52 17.07
H: 8.84 -31.55 17.57
H: 11.02 -34.05 18.93
C: 13.37 -27.96 27.76
C: 12.82 -26.76 28.48
C: 11.44 -27.12 29.12
O: 13.74 -26.29 29.49
H: 14.32 -27.75 27.27
H: 12.72 -28.26 26.93
H: 13.46 -28.86 28.37
H: 12.66 -25.98 27.74
H: 11.33 -28.20 29.01
H: 10.70 -26.63 28.48
H: 11.28 -26.79 30.14
H: 13.16 -25.63 29.88
C: 14.42 -18.33 20.41
C: 13.37 -19.11 19.67
C: 13.66 -20.54 19.98
O: 12.05 -18.94 20.12
H: 14.19 -17.27 20.35
H: 15.44 -18.50 20.08
H: 14.54 -18.55 21.48
H: 13.45 -18.94 18.60
H: 14.70 -20.74 19.74
H: 12.97 -21.21 19.47
H: 13.61 -20.69 21.06
H: 11.79 -18.05 19.91
C: 8.75 -24.25 28.29
C: 8.35 -24.55 26.81
C: 7.25 -25.53 26.82
O: 8.03 -23.38 26.10
H: 9.68 -23.69 28.22
H: 8.85 -25.19 28.84
H: 7.91 -23.65 28.63
H: 9.21 -24.89 26.24
H: 6.59 -25.28 27.65
H: 7.73 -26.49 27.02
H: 6.59 -25.58 25.96
H: 8.89 -22.94 26.03
C: 8.40 -32.74 27.36
C: 9.82 -32.37 26.81
C: 9.92 -30.87 26.63
O: 10.77 -32.75 27.81
H: 8.34 -33.83 27.33
H: 7.58 -32.46 26.70
H: 8.21 -32.31 28.35
H: 9.94 -32.96 25.91
H: 10.49 -30.77 25.70
H: 10.44 -30.34 27.43
H: 8.99 -30.32 26.50
H: 11.66 -32.51 27.57
C: 16.78 -24.31 29.22
C: 16.87 -25.45 28.13
C: 17.26 -26.84 28.51
O: 15.62 -25.57 27.56
H: 15.82 -24.34 29.74
H: 16.85 -23.26 28.94
H: 17.58 -24.60 29.91
H: 17.59 -25.01 27.45
H: 16.67 -27.20 29.36
H: 18.28 -26.84 28.88
H: 17.23 -27.59 27.71
H: 14.90 -25.75 28.17
C: 16.39 -23.13 20.19
C: 17.54 -22.42 19.45
C: 17.09 -21.26 18.57
O: 18.41 -21.79 20.36
H: 15.44 -23.15 19.66
H: 16.17 -22.57 21.11
H: 16.62 -24.16 20.45
H: 17.95 -23.26 18.89
H: 16.63 -20.43 19.10
H: 16.37 -21.68 17.87
H: 17.94 -20.84 18.03
H: 19.18 -21.53 19.84
C: 15.51 -34.20 25.88
C: 14.32 -33.22 26.21
C: 13.40 -32.87 25.06
O: 13.69 -33.65 27.31
H: 15.03 -35.05 25.40
H: 16.07 -34.67 26.68
H: 16.23 -33.85 25.13
H: 14.73 -32.28 26.57
H: 12.62 -33.61 24.87
H: 13.95 -32.68 24.14
H: 12.87 -31.98 25.38
H: 14.38 -33.88 27.94
C: 8.88 -22.19 16.40
C: 8.98 -23.17 17.60
C: 7.86 -24.25 17.73
O: 10.32 -23.68 17.58
H: 9.55 -21.33 16.49
H: 7.87 -21.79 16.24
H: 9.25 -22.69 15.51
H: 8.74 -22.42 18.36
H: 7.85 -25.05 16.98
H: 6.87 -23.81 17.64
H: 7.91 -24.79 18.67
H: 10.24 -24.53 17.14
C: 13.06 -22.30 28.07
C: 13.91 -21.48 29.05
C: 14.67 -20.22 28.57
O: 13.07 -21.19 30.10
H: 12.30 -22.96 28.49
H: 13.63 -22.88 27.34
H: 12.57 -21.64 27.36
H: 14.70 -22.10 29.48
H: 15.53 -19.96 29.19
H: 14.03 -19.36 28.44
H: 15.08 -20.52 27.60
H: 12.41 -20.57 29.79
C: 3.97 -31.29 25.76
C: 4.90 -30.51 26.66
C: 6.16 -30.02 25.82
O: 4.28 -29.27 27.03
H: 4.07 -31.04 24.70
H: 2.92 -31.14 25.99
H: 4.21 -32.36 25.81
H: 5.26 -31.02 27.56
H: 6.65 -30.91 25.42
H: 6.70 -29.44 26.56
H: 5.85 -29.51 24.91
H: 4.18 -28.72 26.25
C: 4.83 -21.67 25.05
C: 4.46 -23.09 25.12
C: 3.17 -23.47 24.35
O: 5.57 -23.79 24.55
H: 4.00 -21.02 25.33
H: 5.12 -21.28 24.07
H: 5.70 -21.50 25.69
H: 4.45 -23.19 26.20
H: 3.23 -24.48 23.94
H: 3.10 -22.89 23.43
H: 2.29 -23.31 24.98
H: 6.36 -23.66 25.08
C: 13.54 -25.31 18.96
C: 14.82 -25.71 18.25
C: 15.08 -27.24 18.31
O: 14.69 -25.21 16.89
H: 13.38 -24.24 18.85
H: 13.66 -25.57 20.01
H: 12.78 -25.99 18.57
H: 15.55 -25.11 18.79
H: 15.99 -27.48 17.75
H: 14.20 -27.80 18.01
H: 15.20 -27.45 19.37
H: 14.17 -24.41 16.95
C: 5.72 -28.19 22.15
C: 6.04 -26.94 22.98
C: 7.37 -26.24 22.46
O: 5.01 -26.03 22.84
H: 5.49 -28.10 21.09
H: 4.88 -28.68 22.65
H: 6.55 -28.90 22.20
H: 6.03 -27.15 24.05
H: 8.10 -26.94 22.05
H: 7.75 -25.60 23.25
H: 7.20 -25.47 21.71
H: 5.19 -25.16 23.20
C: 13.04 -19.95 24.62
C: 12.80 -18.71 25.47
C: 12.89 -17.38 24.79
O: 11.52 -18.84 26.06
H: 13.98 -19.83 24.09
H: 12.31 -20.20 23.85
H: 13.15 -20.86 25.22
H: 13.55 -18.78 26.26
H: 12.24 -16.66 25.30
H: 12.64 -17.48 23.73
H: 13.89 -17.01 25.01
H: 10.88 -18.75 25.35
C: 9.43 -22.20 23.19
C: 10.38 -21.59 22.10
C: 9.92 -21.92 20.69
O: 10.40 -20.20 22.18
H: 9.23 -23.27 23.11
H: 8.40 -21.85 23.14
H: 9.81 -22.01 24.19
H: 11.38 -22.01 22.21
H: 10.72 -22.09 19.97
H: 9.43 -21.07 20.23
H: 9.10 -22.63 20.56
H: 11.05 -19.93 21.52
C: 16.46 -30.19 23.05
C: 16.46 -29.02 24.07
C: 15.85 -29.44 25.40
O: 17.74 -28.65 24.27
H: 16.80 -29.82 22.08
H: 15.50 -30.67 22.90
H: 17.10 -31.00 23.41
H: 15.84 -28.22 23.67
H: 15.77 -28.50 25.95
H: 16.46 -30.25 25.79
H: 14.86 -29.90 25.35
H: 18.17 -29.50 24.43
C: 17.50 -24.22 23.74
C: 16.22 -23.75 24.44
C: 15.20 -22.93 23.65
O: 15.46 -24.96 24.72
H: 18.14 -23.38 23.48
H: 17.33 -24.84 22.86
H: 18.19 -24.84 24.32
H: 16.51 -23.15 25.30
H: 14.97 -23.44 22.71
H: 15.63 -21.97 23.37
H: 14.30 -22.76 24.26
H: 15.66 -25.38 25.57

Calculated values
Charge ... 0
Max |F| ... 4.0 eV/Å
LUMO ... 0.21 eV
Relative energy (zero: lowest compared OMol25 entry of this formula, charge and spin) ... 723.33 kJ/mol



Density functional theory data (ωB97M-V/def2-TZVPD) for a molecular structure, C4H6N4.

Element x y z (Å)
C: -0.56 0.91 0.10
C: 1.20 -0.97 0.38
C: 0.34 -1.56 -0.57
C: -0.28 -1.76 -1.74
H: -0.12 3.30 -0.46
H: -1.77 2.20 -0.51
H: -1.83 -0.79 0.44
H: 0.92 0.69 1.76
H: 2.35 -1.21 2.03
H: -0.74 -2.04 -2.80
N: -0.71 2.30 -0.27
N: -1.52 0.26 -0.29
N: 0.57 0.24 0.86
N: 2.15 -1.58 1.07

Calculated values
Charge ... 0
Max |F| ... 11.6 eV/Å
LUMO ... 0.10 eV
Relative energy (zero: lowest compared OMol25 entry of this formula, charge and spin) ... 734.26 kJ/mol



Density functional theory data (ωB97M-V/def2-TZVPD) for a molecular structure, C13H26BeNO.

Element x y z (Å)
C: 3.21 -1.70 -0.05
C: 3.11 -0.20 0.21
C: 1.86 0.13 1.09
C: 0.79 0.96 0.27
C: 1.37 2.34 -0.03
C: 0.40 0.36 -1.08
C: -0.91 -0.44 -1.14
C: -1.41 -0.32 -2.60
C: -0.66 -1.95 -0.88
N: -1.98 0.11 -0.29
O: -2.61 1.07 -0.85
C: -1.63 0.34 1.13
C: -1.57 -0.96 1.93
C: -2.76 1.21 1.75
C: -0.38 1.21 1.33
H: 2.91 -1.95 -1.06
H: 4.24 -2.01 0.08
H: 2.59 -2.25 0.65
H: 3.08 0.33 -0.73
H: 3.98 0.12 0.78
H: 1.41 -0.73 1.54
H: 2.18 0.76 1.91
H: 0.61 2.90 -0.58
H: 2.21 2.26 -0.70
H: 1.60 2.88 0.87
H: 0.36 1.16 -1.81
H: 1.17 -0.32 -1.42
H: -1.38 0.70 -2.95
H: -2.42 -0.76 -2.71
H: -0.69 -0.88 -3.20
H: -0.57 -2.48 -1.81
H: -1.43 -2.41 -0.29
H: 0.29 -2.06 -0.37
H: -2.04 -0.82 2.89
H: -0.56 -1.32 2.06
H: -2.17 -1.71 1.42
H: -2.75 2.23 1.42
H: -3.72 0.72 1.59
H: -2.59 1.22 2.82
H: -0.63 2.27 1.31
H: -0.03 0.98 2.32
Be: -2.50 -1.00 -4.82

Calculated values
Charge ... +2
Max |F| ... 2.4 eV/Å
LUMO (spin up / spin down) ... -9.97 / -11.85 eV
⟨S²⟩ ... 1.755
2S+1 ... 2



Density functional theory data (ωB97M-V/def2-TZVPD) for a single C9H14NO2P molecule.

Element x y z (Å)
C: 2.23 0.17 -0.33
C: 0.94 0.05 -0.33
C: -0.05 1.19 -0.40
C: 0.26 2.22 0.67
C: 0.91 3.48 0.30
O: 1.62 3.71 -0.63
C: -1.36 0.45 -0.17
O: -2.43 1.30 -0.24
P: -3.99 0.83 -0.17
N: -1.30 -0.80 -0.06
C: 0.00 -1.34 -0.20
C: 0.37 -2.04 1.21
C: 0.17 -2.13 -1.41
H: 2.97 -0.67 -0.02
H: 2.75 1.19 -0.42
H: -0.08 1.66 -1.42
H: -0.67 2.40 1.34
H: 1.00 1.78 1.55
H: 0.78 4.24 0.98
H: -4.31 1.12 1.20
H: -3.94 -0.43 0.55
H: 1.11 -1.34 1.62
H: 0.91 -2.99 0.99
H: -0.59 -2.10 1.69
H: 1.18 -2.48 -1.53
H: -0.16 -1.60 -2.34
H: -0.55 -3.03 -1.20

Calculated values
Charge ... 0
Max |F| ... 5.3 eV/Å
LUMO ... 0.71 eV
Relative energy (zero: lowest compared OMol25 entry of this formula, charge and spin) ... 271.50 kJ/mol
SMILES ... C=C1[C@H](CC=O)C(OP)=NC1(C)C



Density functional theory data (ωB97M-V/def2-TZVPD) for a single C4H6Cl2 molecule.

Element x y z (Å)
C: 0.54 2.14 -0.15
C: -0.06 0.89 0.47
C: 0.48 -0.45 0.60
Cl: 2.09 -0.81 -0.14
C: -0.66 -0.11 -0.37
Cl: -2.27 -0.51 -0.08
H: 0.48 2.18 -1.27
H: 0.00 2.99 0.30
H: 1.57 2.31 -0.03
H: -0.73 1.26 1.32
H: 0.38 -1.05 1.53
H: -0.44 -0.08 -1.43

Calculated values
Charge ... 0
Max |F| ... 4.1 eV/Å
LUMO ... 0.93 eV
Relative energy (zero: lowest compared OMol25 entry of this formula, charge and spin) ... 91.44 kJ/mol
SMILES ... CC1[C@H](Cl)[C@H]1Cl



Density functional theory data (ωB97M-V/def2-TZVPD) for 2 unconnected molecules or ions with the total composition C2H4FP.

Element x y z (Å)
C: 0.06 0.88 0.64
C: -0.08 0.36 -0.72
P: -0.22 0.10 -2.26
H: -0.86 1.13 0.94
H: 0.66 1.69 0.55
H: 0.38 0.08 1.32
F: -0.15 -2.57 -0.14
H: 0.20 -1.68 -0.35

Calculated values
Charge ... 0
Max |F| ... 4.6 eV/Å
LUMO ... 0.23 eV
Relative energy (zero: lowest compared OMol25 entry of this formula, charge and spin) ... 122.21 kJ/mol
SMILES ... CC#P.F



Density functional theory data (ωB97M-V/def2-TZVPD) for a molecular structure, C4H8Cl4NOP.

Element x y z (Å)
C: 0.48 -2.19 0.02
C: 2.06 -0.27 -0.63
C: 0.63 -0.72 -0.29
C: -1.73 1.92 -0.38
N: 0.14 0.19 0.86
O: -1.27 2.02 2.79
P: -1.34 0.78 1.09
Cl: -3.19 2.88 -0.07
Cl: -1.78 1.14 -1.96
Cl: -0.28 2.94 -0.36
Cl: -2.72 -0.57 0.85
H: 0.87 -2.45 1.01
H: -0.58 -2.52 0.01
H: 0.86 -2.89 -0.71
H: 2.75 -0.59 0.12
H: 1.95 0.75 -0.82
H: 2.33 -0.83 -1.45
H: -0.03 -0.43 -1.22
H: 0.85 0.85 1.15

Calculated values
Charge ... 0
Max |F| ... 7.1 eV/Å
LUMO ... -0.09 eV
Relative energy (zero: lowest compared OMol25 entry of this formula, charge and spin) ... 443.37 kJ/mol



Density functional theory data (ωB97M-V/def2-TZVPD) for 2 unconnected molecules or ions with the total composition CH6NO.

Element x y z (Å)
O: 1.94 -0.34 0.27
H: 1.77 0.21 -0.50
C: -1.00 0.74 0.25
N: -1.09 -0.47 -0.58
H: -0.20 0.65 0.99
H: -0.80 1.60 -0.39
H: -1.93 0.95 0.79
H: -1.39 -1.24 0.01
H: -0.11 -0.70 -0.76

Calculated values
Charge ... -1
Max |F| ... 0.4 eV/Å
LUMO ... 4.61 eV
Relative energy (zero: lowest compared OMol25 entry of this formula, charge and spin) ... 19.12 kJ/mol



Density functional theory data (ωB97M-V/def2-TZVPD) for a single C3H2S3 molecule.

Element x y z (Å)
C: 0.43 1.39 0.07
C: -0.09 -1.25 -0.03
C: -1.04 -0.33 0.14
S: 1.91 0.96 0.19
S: 1.62 -1.15 0.06
S: -2.53 0.16 0.19
H: -0.04 2.34 -0.14
H: -0.28 -2.12 -0.47

Calculated values
Charge ... 0
Max |F| ... 4.3 eV/Å
LUMO ... -0.86 eV
Relative energy (zero: lowest compared OMol25 entry of this formula, charge and spin) ... 400.43 kJ/mol



Density functional theory data (ωB97M-V/def2-TZVPD) for 2 unconnected molecules or ions with the total composition C2H5BO.

Element x y z (Å)
C: 1.03 -0.18 -0.32
C: 2.17 0.35 -0.05
O: 3.23 0.81 0.01
H: 0.46 -0.72 0.36
H: 0.55 0.42 -1.05
B: -1.85 -0.14 0.26
H: -2.55 -0.71 -0.36
H: -1.74 1.06 0.15
H: -1.29 -0.89 1.01

Calculated values
Charge ... 0
Max |F| ... 3.0 eV/Å
LUMO ... -0.11 eV
Relative energy (zero: lowest compared OMol25 entry of this formula, charge and spin) ... 416.36 kJ/mol
SMILES ... C=C=O.B



Density functional theory data (ωB97M-V/def2-TZVPD) for 2 unconnected molecules or ions with the total composition C3H4S2.

Element x y z (Å)
C: 0.92 1.03 -0.67
C: -0.11 0.66 -0.22
C: -0.89 -0.28 0.49
S: -0.77 -0.48 2.13
S: -2.36 -0.73 -0.37
H: 1.71 1.55 -1.12
H: -2.49 0.36 -1.04
H: 1.78 -1.15 0.15
H: 2.21 -0.94 0.65

Calculated values
Charge ... 0
Max |F| ... 3.0 eV/Å
LUMO ... -1.22 eV
Relative energy (zero: lowest compared OMol25 entry of this formula, charge and spin) ... 347.34 kJ/mol
SMILES ... C#CC(=S)S.[H][H]



Density functional theory data (ωB97M-V/def2-TZVPD) for a molecular structure, C6H8O2.

Element x y z (Å)
C: -1.99 0.60 0.20
C: -0.66 -0.74 -0.35
C: 1.03 -0.99 -0.61
C: 1.60 -0.49 0.82
C: 0.96 0.89 0.09
C: -0.54 0.73 -0.21
H: -2.59 1.45 -0.08
H: -2.62 0.22 1.17
H: -0.75 -1.01 0.68
H: 1.37 -1.64 -1.42
H: 2.61 -0.59 0.54
H: 1.46 -1.21 1.75
H: 1.33 1.87 0.20
H: -0.42 1.23 -1.26
O: -2.25 -0.78 -0.49
O: 1.46 0.47 -1.02

Calculated values
Charge ... 0
Max |F| ... 7.2 eV/Å
LUMO ... 0.85 eV
Relative energy (zero: lowest compared OMol25 entry of this formula, charge and spin) ... 883.98 kJ/mol



no.,E_tot (eV)
1,-105757.926
2,-10198.330
3,-17816.697
4,-24430.797
5,-29288.903
6,-14143.101
7,-67191.051
8,-4671.169
9,-35644.505
10,-4875.622
11,-24842.041
12,-10437.565